Entry 1:
The following is a DFT calculation (ωB97M-V/def2-TZVPD) of the molecule C4H8N2 at a distorted geometry.

Last column: Mulliken charge in e.
Geometry (Å):
C  -2.3248  -0.1465  -0.0655  -0.95
C  -0.8509  0.0882  -0.1057  0.24
N  -0.2140  -0.9034  -0.5270  -0.29
N  1.2087  -0.9640  -0.5423  -0.32
C  1.7961  -0.4037  0.6372  -0.17
C  1.7236  0.5705  -0.5577  -0.30
H  -2.6862  -0.2150  1.0298  0.24
H  -2.6588  0.8181  -0.3509  0.28
H  -2.9560  -1.0826  -0.5486  0.26
H  -0.5406  1.1728  0.2188  0.26
H  0.8968  -0.2589  1.4673  0.23
H  2.9214  -0.6521  0.9300  0.23
H  2.7217  0.6508  -1.1825  0.25
H  0.9630  1.3260  -0.4028  0.06

Calculated values
Relative energy (zero: lowest compared OMol25 entry of this formula, charge and spin), kcal per mole: 117.44
SMILES: C/C=N/N1CC1
Kohn-Sham gap, eV: 9.93
Net charge: 0


Entry 2:
The following is a DFT calculation (ωB97M-V/def2-TZVPD) of the molecule C4H8N2 at a distorted geometry.

Last column: Mulliken charge in e.
Geometry (Å):
C  0.6749  -0.6237  1.1159  -0.95
N  0.2418  0.3482  0.1252  0.05
C  -0.3545  1.5868  0.6096  -0.90
C  0.0830  -0.0263  -1.1237  -0.18
C  -0.2534  -1.4075  -1.6015  0.04
N  -0.4899  -2.3685  -0.8389  -0.68
H  0.5464  -0.2089  2.1174  0.35
H  1.7255  -0.8785  0.9535  0.27
H  0.0859  -1.5452  0.9331  0.43
H  -1.2655  1.3342  1.1662  0.36
H  -0.6302  2.2159  -0.2391  0.30
H  0.3292  2.1286  1.2665  0.31
H  -0.1923  0.7843  -1.8020  0.31
H  -0.5008  -1.3394  -2.6822  0.29

Calculated values
Relative energy (zero: lowest compared OMol25 entry of this formula, charge and spin), kcal per mole: 81.70
Kohn-Sham gap (alpha / beta), eV: 8.20 / 6.73
Net charge: 0


Entry 3:
The following is a DFT calculation (ωB97M-V/def2-TZVPD) of the molecule C4H8N2 at a distorted geometry.

Last column: Mulliken charge in e.
Geometry (Å):
C  0.0936  1.8308  0.8804  -1.19
C  0.1245  0.3146  0.6673  -0.31
N  -0.6423  -0.0117  -0.5392  -0.34
C  -0.6431  -1.4198  -0.8769  -0.57
C  0.7346  -1.9442  -0.9697  0.43
N  1.8730  -2.1381  -0.8839  -0.46
H  -0.9237  2.2407  0.9489  0.32
H  0.5971  2.3484  0.0551  0.33
H  0.6204  2.0827  1.8033  0.35
H  1.1849  -0.0741  0.6532  0.32
H  -0.4060  -0.1777  1.4992  0.25
H  -0.2947  0.5278  -1.3268  0.28
H  -1.1687  -1.5884  -1.8189  0.32
H  -1.1494  -1.9908  -0.0921  0.27

Calculated values
Relative energy (zero: lowest compared OMol25 entry of this formula, charge and spin), kcal per mole: 13.54
SMILES: CCNCC#N
Kohn-Sham gap, eV: 10.72
Net charge: 0


Entry 4:
The following is a DFT calculation (ωB97M-V/def2-TZVPD) of a structure of composition C4H8N2 at a distorted geometry.

Last column: Mulliken charge in e.
Geometry (Å):
C  -1.6432  -1.0581  -0.0340  -1.12
C  -0.5118  -0.0517  -0.2081  0.68
C  -0.9228  1.3546  -0.0095  -0.82
C  2.8324  -0.2115  0.0796  -0.28
H  -1.8196  -1.1013  1.1801  0.26
H  -2.4791  -0.8648  -0.6878  0.32
H  -1.2189  -2.0920  -0.2709  0.33
H  -1.9637  1.3355  0.7280  0.25
H  -0.0085  1.8106  0.6175  0.30
H  -1.2896  2.0747  -1.1541  0.24
H  3.8078  0.3601  0.1141  0.24
H  2.9080  -1.2541  0.2447  0.34
N  0.6171  -0.6005  -0.3206  -0.28
N  1.6920  0.2986  -0.2790  -0.45

Calculated values
Relative energy (zero: lowest compared OMol25 entry of this formula, charge and spin), kcal per mole: 88.01
Kohn-Sham gap, eV: 9.69
Net charge: 0


Entry 5:
The following is a DFT calculation (ωB97M-V/def2-TZVPD) of the molecule C4H8N2.

Last column: Mulliken charge in e.
Geometry (Å):
C  1.2595  -0.2607  0.3313  -0.94
N  -0.2195  -0.0691  0.2301  -0.02
C  -0.6553  1.0154  -0.7210  -0.83
C  -0.9253  -1.3532  -0.0500  -0.83
C  -0.2270  2.2549  -0.2027  0.49
N  0.0872  3.2477  0.3302  -0.52
H  1.6201  -0.5408  -0.6624  0.36
H  1.5017  -1.0397  1.0622  0.37
H  1.6953  0.6966  0.6242  0.35
H  -0.5427  0.2583  1.1406  0.34
H  -0.3045  0.7656  -1.7209  0.25
H  -1.7854  -1.1257  -0.6754  0.38
H  -0.2528  -2.0349  -0.5694  0.31
H  -1.2514  -1.8145  0.8831  0.30

Calculated values
Relative energy (zero: lowest compared OMol25 entry of this formula, charge and spin), kcal per mole: 60.76
Kohn-Sham gap, eV: 7.77
Net charge: 0


Entry 6:
The following is a DFT calculation (ωB97M-V/def2-TZVPD) of the molecule C4H8N2.

Last column: Mulliken charge in e.
Geometry (Å):
C  -0.6266  1.6675  -0.3855  -0.50
N  0.8027  1.5598  -0.6737  -0.65
C  -0.0699  0.4553  -1.0409  -0.04
C  -0.1457  -0.8401  -0.2547  -0.22
C  0.7913  -1.4696  0.7437  -0.36
N  -0.3252  -0.6565  1.1703  -0.47
H  -1.1754  2.4245  -0.9409  0.26
H  -0.9305  1.5430  0.6499  0.24
H  1.3009  1.3219  0.1805  0.29
H  -0.2252  0.3599  -2.1142  0.41
H  -0.7386  -1.5868  -0.7860  0.38
H  1.7899  -1.0880  0.9487  0.19
H  0.7081  -2.5480  0.9051  0.26
H  -1.1089  -1.1580  1.5671  0.20

Calculated values
Relative energy (zero: lowest compared OMol25 entry of this formula, charge and spin), kcal per mole: 54.89
SMILES: C1N[C@H]1[C@H]1CN1
Kohn-Sham gap, eV: 10.31
Net charge: 0


Entry 7:
The following is a DFT calculation (ωB97M-V/def2-TZVPD) of the molecule C4H8N2 at a distorted geometry.

Last column: Mulliken charge in e.
Geometry (Å):
C  0.7969  1.1792  -0.4704  -0.49
C  -1.0231  0.1992  0.8812  -0.33
C  -0.3071  -1.2088  0.7027  -0.52
C  1.1682  -0.1637  -0.8302  -0.34
H  1.3144  2.1131  -1.0057  0.27
H  1.1687  1.3163  0.5542  0.25
H  -1.3538  1.0616  -1.0268  0.27
H  -2.1584  0.0257  0.9910  0.34
H  -0.9034  0.3299  2.0488  0.17
H  -1.0464  -2.1243  0.4917  0.12
H  0.8587  -2.2334  -0.3885  0.34
H  1.7277  -0.5587  -1.5638  0.49
N  -0.7877  1.2180  -0.1196  -0.46
N  0.5454  -1.1540  -0.2646  -0.11

Calculated values
Relative energy (zero: lowest compared OMol25 entry of this formula, charge and spin), kcal per mole: 111.51
Kohn-Sham gap, eV: 7.55
Net charge: 0


Entry 8:
The following is a DFT calculation (ωB97M-V/def2-TZVPD) of the molecule C4H8N2 at a distorted geometry.

Last column: Mulliken charge in e.
Geometry (Å):
C  0.0741  0.2969  -2.3928  -0.32
N  -0.4504  0.0530  -1.2402  -0.34
N  0.5392  -0.7787  -0.4689  -0.30
C  -0.2409  -1.3436  0.6010  -0.48
C  0.5598  -0.1409  0.9329  0.05
C  -0.3044  1.0718  1.2884  -0.99
H  1.0447  -0.1650  -2.5780  0.34
H  -0.3850  0.7761  -3.2502  0.27
H  0.1502  -2.3431  0.7077  0.28
H  -1.3664  -1.1959  0.4754  0.25
H  1.5562  -0.3281  1.3927  0.35
H  0.2349  2.0044  1.0127  0.28
H  -1.3541  1.0331  1.0189  0.35
H  -0.0579  1.0600  2.5004  0.24

Calculated values
Relative energy (zero: lowest compared OMol25 entry of this formula, charge and spin), kcal per mole: 81.75
SMILES: C=NN1C[C@@H]1C
Kohn-Sham gap, eV: 10.52
Net charge: 0


Entry 9:
The following is a DFT calculation (ωB97M-V/def2-TZVPD) of the molecule C4H8N2.

Last column: Mulliken charge in e.
Geometry (Å):
C  -0.5004  -1.2939  0.4317  -0.91
N  -0.0996  -0.2206  -0.4515  0.11
C  1.1492  -0.3718  -1.1888  -0.87
C  -0.6143  0.9743  -0.2274  -0.43
C  -0.7889  1.5124  1.1929  0.25
N  -0.8506  0.9231  2.2710  -0.69
H  0.0956  -2.1856  0.2289  0.33
H  -1.5595  -1.5171  0.2872  0.29
H  -0.3955  -0.9327  1.4800  0.39
H  1.9624  -0.4939  -0.4608  0.35
H  1.3401  0.5349  -1.7662  0.30
H  1.1240  -1.2393  -1.8512  0.29
H  -0.3512  1.7346  -0.9643  0.34
H  -0.5113  2.5754  1.0185  0.26

Calculated values
Relative energy (zero: lowest compared OMol25 entry of this formula, charge and spin), kcal per mole: 86.28
Kohn-Sham gap (alpha / beta), eV: 8.22 / 6.90
Net charge: 0


Entry 10:
The following is a DFT calculation (ωB97M-V/def2-TZVPD) of the molecule C4H8N2 at a distorted geometry.

Last column: Mulliken charge in e.
Geometry (Å):
C  0.4588  -1.3806  1.0717  -1.17
C  0.1834  0.0988  0.8200  -0.54
C  -0.5787  0.4115  -0.4742  0.27
N  -0.6439  1.8525  -0.6700  -0.64
C  0.0452  -0.3053  -1.6159  0.14
N  0.5607  -0.8518  -2.4963  -0.45
H  -0.4617  -1.9647  1.1725  0.30
H  1.0358  -1.4999  1.9922  0.34
H  1.0466  -1.8237  0.2626  0.36
H  -0.3927  0.5396  1.6392  0.31
H  1.1339  0.6427  0.7789  0.29
H  -1.6054  0.0384  -0.3854  0.25
H  0.2931  2.2229  -0.8039  0.27
H  -1.1709  2.0817  -1.5074  0.27

Calculated values
Relative energy (zero: lowest compared OMol25 entry of this formula, charge and spin), kcal per mole: 4.65
SMILES: CC[C@@H](N)C#N
Kohn-Sham gap, eV: 11.31
Net charge: 0